Run i
{"formula": "H8O4", "method": "ωB97M-V/def2-TZVPD", "spin_multiplicity": 1, "smiles": "O.O.O.O", "lumo_ev": 0.121, "homo_lumo_gap_ev": 10.464, "symbols": ["H", "H", "H", "H", "H", "H", "O", "O", "O", "H", "H", "O"], "xyz": [[0.313, -1.718, 1.795], [-0.336, 2.258, -1.323], [-1.415, -1.439, -1.245], [-0.925, 0.936, -1.480], [1.317, 0.887, 0.558], [-0.393, -0.996, -0.203], [0.696, -2.099, 1.007], [0.511, 0.964, 1.114], [-1.058, -0.685, -0.814], [1.485, -1.552, 0.819], [0.729, 1.667, 1.712], [-0.924, 1.777, -1.939]]}

Run ii
{"formula": "H8O4", "method": "ωB97M-V/def2-TZVPD", "spin_multiplicity": 1, "lumo_ev": 0.224, "homo_lumo_gap_ev": 9.356, "symbols": ["H", "H", "H", "O", "O", "H", "H", "H", "O", "H", "H", "O"], "xyz": [[21.871, 3.598, 15.188], [20.955, 4.803, 15.229], [22.187, 3.766, 17.487], [22.770, 3.043, 17.720], [21.546, 4.282, 15.773], [22.194, 3.733, 19.434], [22.460, 2.124, 18.236], [22.289, 0.626, 18.098], [21.652, 3.229, 20.040], [22.252, 2.969, 20.739], [23.649, 3.378, 17.544], [22.008, 1.374, 18.624]]}

Stability, lowest: run ii

Run i
{"formula": "H8O4", "method": "ωB97M-V/def2-TZVPD", "spin_multiplicity": 1, "smiles": "O.O.O.O", "lumo_ev": 0.393, "homo_lumo_gap_ev": 11.166, "symbols": ["H", "H", "H", "O", "H", "H", "O", "H", "H", "O", "O", "H"], "xyz": [[0.303, 2.016, -1.603], [-2.973, 0.724, 0.139], [-3.010, -0.549, -0.750], [2.640, -1.367, 0.966], [1.798, -0.922, 1.339], [-0.901, -0.412, 0.282], [-0.065, -0.297, 0.657], [3.075, -1.563, 1.797], [1.380, 1.245, -1.273], [0.526, 1.093, -1.669], [-2.854, -0.251, 0.093], [0.077, 0.283, 0.026]]}

Run ii
{"formula": "H8O4", "method": "ωB97M-V/def2-TZVPD", "spin_multiplicity": 1, "smiles": "O.O.O.O", "lumo_ev": -0.064, "homo_lumo_gap_ev": 11.040, "symbols": ["H", "H", "O", "H", "H", "O", "O", "H", "H", "H", "H", "O"], "xyz": [[-0.467, -1.414, 1.286], [0.082, 1.264, 1.099], [-1.411, -1.696, 1.244], [1.953, -1.843, -1.517], [-0.831, -0.097, -1.317], [2.345, -1.045, -1.259], [-0.334, 2.143, 0.991], [1.645, -0.423, -1.196], [-1.827, -0.837, 1.305], [-0.909, 2.253, 1.766], [-0.164, 1.212, -0.910], [-0.084, 0.481, -1.492]]}

Stability, lowest: run i

Run i
{"formula": "C5H10S", "method": "ωB97M-V/def2-TZVPD", "spin_multiplicity": 1, "smiles": "C/C=C/[C@H](C)S", "lumo_ev": 0.997, "homo_lumo_gap_ev": 9.773, "symbols": ["H", "H", "H", "H", "H", "S", "H", "C", "C", "H", "H", "H", "H", "C", "C", "C"], "xyz": [[-1.771, 0.101, 0.148], [-0.211, 2.027, 0.929], [1.924, 1.756, 1.952], [-0.450, -2.264, 0.893], [-0.371, -2.509, -0.883], [-1.458, -0.281, -2.103], [-1.979, -2.335, 0.195], [0.476, 1.331, 0.535], [-0.962, -2.024, -0.046], [2.713, 1.029, 0.465], [1.235, -0.093, -0.696], [1.946, 2.825, 0.467], [-2.446, -1.235, -2.095], [1.962, 1.779, 0.866], [-0.961, -0.366, -0.415], [0.353, 0.258, -0.213]]}

Run ii
{"formula": "C5H10S", "method": "ωB97M-V/def2-TZVPD", "spin_multiplicity": 1, "smiles": "CC[C@@H]1C[C@@H]1S", "lumo_ev": 0.972, "homo_lumo_gap_ev": 10.002, "symbols": ["C", "C", "C", "C", "C", "H", "H", "H", "H", "S", "H", "H", "H", "H", "H", "H"], "xyz": [[1.061, -0.125, 0.390], [-1.405, 0.300, -0.548], [0.098, 0.609, -0.484], [1.708, -1.355, -0.163], [-0.894, 1.495, 0.272], [-0.950, 1.624, 1.395], [0.563, 1.003, -1.337], [0.759, -0.286, 1.400], [1.378, -1.476, -1.208], [-2.268, -1.196, 0.038], [2.817, -1.401, -0.077], [-1.064, 2.448, -0.114], [-3.072, -0.564, 0.884], [-1.935, 0.634, -1.387], [1.277, -2.224, 0.267], [1.927, 0.515, 0.672]]}

Run iii
{"formula": "C5H10S", "method": "ωB97M-V/def2-TZVPD", "spin_multiplicity": 1, "smiles": "C=C[C@H](C)CS", "lumo_ev": 0.937, "homo_lumo_gap_ev": 10.105, "symbols": ["H", "H", "H", "H", "H", "C", "C", "C", "C", "C", "H", "S", "H", "H", "H", "H"], "xyz": [[0.705, -1.492, 1.591], [-0.681, -1.060, -0.395], [-0.644, -0.387, 2.095], [0.805, 0.080, -1.900], [1.805, -2.327, -1.781], [-2.068, 1.361, 0.149], [0.232, -0.495, 1.475], [-0.063, -0.284, -0.018], [1.202, -0.230, -0.957], [-0.859, 1.022, -0.293], [1.804, 0.582, -0.626], [2.310, -1.665, -0.785], [-2.635, 2.237, -0.152], [-0.327, 1.625, -1.053], [1.004, 0.229, 1.781], [-2.590, 0.803, 0.869]]}

Run iv
{"formula": "C5H10S", "method": "ωB97M-V/def2-TZVPD", "spin_multiplicity": 1, "smiles": "CC1(S)CCC1", "lumo_ev": 0.871, "homo_lumo_gap_ev": 9.812, "symbols": ["H", "H", "H", "C", "C", "C", "C", "C", "S", "H", "H", "H", "H", "H", "H", "H"], "xyz": [[-1.336, -2.070, -0.076], [1.785, 1.540, -0.920], [-0.398, -0.488, -2.099], [-1.450, -1.004, -0.084], [0.427, 0.040, -0.058], [-0.655, -0.133, -1.070], [-0.700, -0.365, 0.994], [1.200, 1.366, -0.003], [1.574, -1.389, -0.192], [-0.172, -0.916, 1.820], [1.941, 1.548, 0.754], [0.472, 2.194, 0.092], [-1.152, 0.884, -1.309], [-1.222, 0.526, 1.375], [2.243, -1.077, 0.968], [-2.556, -0.658, -0.190]]}

Stability, lowest: run i

Run i
{"formula": "C5H10S", "method": "ωB97M-V/def2-TZVPD", "spin_multiplicity": 1, "smiles": "CC1(S)CCC1", "lumo_ev": 0.920, "homo_lumo_gap_ev": 9.924, "symbols": ["H", "C", "H", "C", "S", "H", "H", "H", "H", "C", "H", "H", "C", "H", "H", "C"], "xyz": [[-1.398, -2.014, -0.093], [-0.526, -0.370, -1.136], [2.225, -1.008, 1.122], [-1.492, -0.901, -0.097], [1.729, -1.185, -0.059], [0.004, -1.003, -1.744], [0.348, 2.226, -0.101], [1.651, 1.355, -1.050], [-1.083, 0.768, 1.380], [1.072, 1.480, -0.134], [-0.469, -0.795, 1.951], [1.658, 1.599, 0.726], [0.435, 0.115, 0.040], [-2.546, -0.572, -0.095], [-0.907, 0.509, -1.746], [-0.702, -0.206, 1.037]]}

Run ii
{"formula": "C5H10S", "method": "ωB97M-V/def2-TZVPD", "spin_multiplicity": 1, "smiles": "CSC1(C)CC1", "lumo_ev": 1.015, "homo_lumo_gap_ev": 9.488, "symbols": ["H", "H", "H", "C", "H", "H", "H", "C", "S", "H", "H", "H", "H", "C", "C", "C"], "xyz": [[-1.160, -1.785, -1.431], [1.876, -0.430, 1.180], [-1.798, 1.558, 0.156], [2.510, -0.145, 0.362], [-2.321, -0.307, -1.012], [3.340, -0.881, 0.173], [2.904, 0.884, 0.604], [-1.426, -0.961, -0.847], [1.312, -0.195, -1.035], [-1.576, -0.565, 1.425], [-0.678, 2.136, -1.127], [-0.537, -1.828, 0.913], [-0.235, 1.940, 0.604], [-0.834, 1.487, -0.215], [-0.407, 0.014, -0.355], [-0.970, -0.922, 0.607]]}

Stability, lowest: run ii

Run i
{"formula": "C3H10NOS", "method": "ωB97M-V/def2-TZVPD", "spin_multiplicity": 1, "lumo_ev": 4.115, "homo_lumo_gap_ev": 6.855, "total_charge": -1, "symbols": ["H", "H", "H", "H", "O", "H", "C", "S", "C", "H", "H", "N", "H", "C", "H", "H"], "xyz": [[1.720, -0.942, -1.363], [2.312, -1.398, 1.465], [0.198, 0.445, 0.882], [-0.275, 0.079, -2.069], [-3.381, 1.331, 1.616], [-3.353, 2.050, 0.985], [0.529, 0.291, -0.145], [-1.973, -0.924, -0.490], [-0.712, 0.239, -1.072], [3.100, -0.228, 0.626], [0.823, -1.885, -0.279], [2.552, -1.073, 0.543], [1.153, 1.129, -0.475], [1.385, -0.954, -0.321], [-1.126, 1.251, -1.040], [-2.951, 0.590, 1.139]]}

Run ii
{"formula": "C3H10NOS", "method": "ωB97M-V/def2-TZVPD", "spin_multiplicity": 1, "lumo_ev": 3.467, "homo_lumo_gap_ev": 6.248, "total_charge": -1, "symbols": ["C", "S", "H", "H", "H", "H", "C", "O", "H", "H", "H", "C", "H", "N", "H", "H"], "xyz": [[-1.246, -0.734, 1.168], [0.935, 1.594, -1.837], [-2.199, -1.092, 1.616], [0.807, 1.058, 0.455], [2.420, 1.782, -0.016], [-0.640, 0.588, -3.145], [1.633, 1.063, -0.254], [-1.265, 0.492, 0.728], [-1.166, 0.639, -1.389], [-0.196, -2.009, 2.338], [-1.001, -1.538, 0.404], [-0.397, 0.380, -2.112], [2.059, 0.067, -0.343], [-0.258, -0.989, 2.297], [0.642, -0.652, 1.970], [-0.127, -0.647, -1.882]]}

Stability, lowest: run ii